[1]
The following is a DFT calculation (ωB97M-V with the def2-TZVPD basis set) of a structure of composition C4H5Br2Cl3O.

Geometry as ORCA input:
```
! wB97M-V def2-TZVPD RIJCOSX def2/J DEFGRID3
* xyz 0 1
Br -1.74 2.31 0.02
Br -3.62 -0.15 0.40
Cl -2.04 0.12 -2.13
Cl -1.21 -2.20 -0.15
Cl -0.94 -0.18 1.90
O 1.38 -1.26 -0.95
C 1.64 0.82 0.36
C -0.74 -0.49 0.25
C -1.96 0.38 -0.44
C 1.09 -0.59 0.19
H 2.52 0.79 0.98
H 1.92 1.00 -0.66
H 1.81 -0.72 -1.61
H 0.87 1.40 0.73
H 1.00 -1.21 1.10
*
```

Properties
E_LUMO	0.0045	hartree
largest force on an atom	4.04	eV/Å

[2]
The following is a DFT calculation (ωB97M-V with the def2-TZVPD basis set) of a structure of composition C49H67AsNO3P3PtSSeSi.

Geometry as ORCA input:
```
! wB97M-V def2-TZVPD RIJCOSX def2/J DEFGRID3
* xyz 0 1
Pt 0.29 -0.11 0.45
Se -0.89 0.59 -4.14
As 4.70 4.14 0.58
S 1.01 -0.61 2.63
P -1.73 1.29 0.54
P 2.18 1.19 0.06
P -1.14 -1.91 0.40
Si -0.20 -0.31 4.32
O -0.60 1.21 4.82
O 0.59 -0.97 5.59
O -1.66 -1.02 4.07
N 0.33 -0.33 -1.62
C 5.46 0.19 -2.18
C -5.49 -0.37 0.18
C -2.55 -1.10 6.34
C 4.45 0.92 -1.57
C -3.13 0.09 0.40
C 3.46 -1.12 -0.77
C 4.06 5.10 2.17
C 0.69 1.93 6.74
C -3.63 -2.27 4.41
C 8.82 3.60 1.53
C 0.87 4.87 -1.09
C -0.90 3.43 5.53
C 2.71 -2.09 5.41
C 3.09 1.81 1.51
C -1.20 -3.09 1.76
C 6.62 4.36 0.91
C 7.47 3.35 1.33
C 7.15 5.63 0.69
C -2.87 -1.03 4.85
C 0.12 2.31 5.38
C -2.17 2.23 2.04
C 1.44 3.69 -3.11
C -4.45 0.52 0.35
C 1.85 2.60 -2.36
C -0.14 0.07 -2.62
C 1.27 3.77 -0.34
C -2.15 2.50 -0.76
C 1.16 -2.44 7.33
C -5.22 -1.73 0.05
C 3.05 6.46 4.39
C 5.47 -1.20 -2.09
C 2.92 5.90 2.05
C 3.44 0.26 -0.86
C 0.97 4.83 -2.48
C 1.23 2.73 4.43
C 2.41 6.57 3.16
C 4.51 2.34 1.36
C -2.86 -1.28 0.29
C 9.33 4.87 1.33
C 0.56 -3.34 5.07
C -0.96 -2.97 -1.06
C 1.26 -2.22 5.83
C 4.19 5.68 4.51
C 8.49 5.89 0.90
C 4.47 -1.85 -1.38
C -3.68 0.22 4.54
C 4.69 5.00 3.41
C 1.78 2.64 -0.97
C -3.92 -2.18 0.10
H -3.87 -2.21 3.34
H -3.72 -3.24 0.00
H 1.18 2.80 7.19
H 3.25 -3.02 5.64
H -3.48 -1.18 6.92
H -0.11 1.61 7.41
H -4.56 -2.37 4.97
H -0.50 -3.39 5.34
H -1.33 3.68 4.56
H 1.62 -3.39 7.61
H 2.44 6.00 1.09
H 4.45 2.00 -1.66
H 2.66 6.99 5.25
H -1.89 1.69 2.93
H -4.67 1.58 0.45
H -1.19 -2.40 -1.96
H 1.67 -1.64 7.87
H 2.79 -1.90 4.34
H 1.68 3.67 4.74
H -1.94 -1.97 6.56
H 1.53 7.19 3.06
H -0.43 4.32 5.95
H 5.12 1.65 0.78
H 0.64 -3.18 4.00
H 0.65 5.68 -3.06
H -2.06 -3.75 1.63
H 6.24 0.70 -2.74
H -3.24 2.48 2.07
H 1.48 3.65 -4.19
H -1.27 -2.55 2.70
H 6.26 -1.77 -2.56
H -3.14 1.12 4.84
H -3.88 0.27 3.46
H -2.06 2.03 -1.74
H 2.44 2.54 2.00
H 1.02 -4.30 5.32
H -4.64 0.19 5.06
H 6.50 6.44 0.35
H -1.60 3.16 2.01
H 5.59 4.41 3.51
H 0.48 5.75 -0.60
H 0.80 2.85 3.43
H 0.07 -3.30 -1.13
H 2.20 1.71 -2.86
H 3.10 0.94 2.18
H -1.43 3.31 -0.71
H -3.02 -3.16 4.57
H -0.28 -3.68 1.76
H -6.03 -2.44 -0.10
H 2.66 -1.62 -0.23
H 4.47 -2.93 -1.31
H 2.00 1.96 4.37
H 9.47 2.80 1.86
H 1.17 3.80 0.74
H 3.19 -1.27 5.95
H 8.89 6.88 0.73
H -2.02 -0.21 6.67
H -1.71 3.12 6.19
H 0.11 -2.46 7.65
H -3.16 2.90 -0.64
H 4.70 5.60 5.46
H 10.38 5.06 1.49
H -1.62 -3.83 -0.98
H 4.95 2.39 2.37
H 7.09 2.35 1.50
H 1.41 1.12 6.66
H -6.51 -0.01 0.15
*
```

Properties
E_LUMO	0.0148	hartree
largest force on an atom	0.73	eV/Å

[3]
The following is a DFT calculation (ωB97M-V with the def2-TZVPD basis set) of a cluster of 9 separate species, C28H33F7O27 in total.

Geometry as ORCA input:
```
! wB97M-V def2-TZVPD RIJCOSX def2/J DEFGRID3
* xyz 0 1
F 0.96 0.12 -4.86
F -3.34 3.61 2.21
F -1.01 -1.60 2.16
F -4.02 -1.01 3.32
F -1.56 3.73 -2.24
F -2.38 -0.48 -0.09
F 1.31 -6.23 -5.87
O 4.00 1.75 -2.79
O 1.71 -0.32 0.85
O -0.28 0.48 0.14
O -0.65 -2.91 -4.19
O 0.28 -3.68 3.82
O -2.13 1.59 3.97
O 1.68 -4.58 2.32
O 1.99 1.88 -3.83
O 0.37 -4.91 -4.30
O 3.79 1.19 -4.93
O 5.27 -3.53 5.61
O 0.55 -1.37 -0.74
O -1.57 1.97 -3.71
O -1.43 -4.54 -5.54
O -1.93 3.78 4.02
O -3.03 0.36 -4.07
O -3.64 2.51 -4.23
O -2.42 2.62 5.93
O 2.95 3.57 2.63
O -5.80 2.52 4.46
O -5.67 0.27 4.25
O 3.74 -3.09 4.03
O 1.28 2.72 1.38
O -0.25 -3.62 1.69
O 5.67 -2.01 3.98
O -5.33 1.59 2.49
O 2.15 4.77 1.03
C -1.02 -5.87 -5.86
C -0.63 -4.02 -4.61
C 4.87 -1.43 2.95
C -2.06 3.48 2.65
C -1.30 -2.94 2.36
C -0.54 -1.03 -1.56
C -2.23 2.68 4.77
C -1.76 1.97 2.67
C -2.77 1.53 -4.04
C 2.05 3.59 1.65
C -5.33 -0.58 3.20
C -5.61 1.56 3.80
C -1.51 3.37 -3.55
C 2.75 1.29 -5.89
C 1.50 1.37 -5.02
C 4.95 -2.94 4.64
C 3.26 2.37 3.29
C 0.24 -6.08 -5.03
C 3.31 1.64 -3.74
C 3.81 -2.49 2.73
C 0.76 -0.40 0.14
C -1.09 -3.33 3.77
C -5.44 0.29 1.94
C -2.87 3.73 -4.21
C 5.71 -1.12 1.73
C 0.65 -4.06 2.58
C 1.18 5.12 0.06
C -1.28 0.03 -0.74
H 0.17 4.84 0.34
H 4.35 2.32 3.37
H 6.24 -1.90 1.18
H 3.02 1.52 2.64
H -2.72 4.16 -5.20
H -1.44 -2.55 4.46
H 2.88 -1.96 2.54
H -1.68 -4.20 4.07
H 2.65 0.45 -6.58
H -1.66 0.76 -1.45
H -5.92 -1.50 3.23
H 6.45 -0.34 1.92
H -0.10 -0.61 -2.47
H 2.78 2.16 -6.56
H 3.98 -3.24 1.97
H -4.67 0.01 1.23
H -0.68 3.86 -4.06
H -0.71 1.72 2.52
H 0.16 -6.94 -4.36
H 0.67 1.96 -5.42
H 1.50 4.71 -0.90
H -1.23 -1.84 -1.80
H -1.79 -6.58 -5.58
H -2.26 1.45 1.85
H 4.42 -0.50 3.32
H -6.44 0.21 1.52
H 1.17 6.21 0.05
H -0.79 -5.90 -6.93
H -2.24 -3.23 1.90
H -3.47 4.45 -3.65
H 5.06 -0.70 0.95
H -1.34 4.01 2.02
H 2.81 2.29 4.28
*
```

Properties
E_LUMO	-0.0105	hartree
SMILES	O=C1OC[C@@H](F)O1.O=C1OC[C@@H](F)O1.O=C1OC[C@@H](F)O1.O=C1OC[C@@H](F)O1.O=C1OC[C@@H](F)O1.O=C1OC[C@@H](F)O1.O=C1OC[C@@H](F)O1.C[C@H]1COC(=O)O1.COC(=O)OC
largest force on an atom	3.58	eV/Å

[4]
The following is a DFT calculation (ωB97M-V with the def2-TZVPD basis set) of a cluster of 2 separate species, C3H5BrO in total.

Geometry as ORCA input:
```
! wB97M-V def2-TZVPD RIJCOSX def2/J DEFGRID3
* xyz 0 1
Br -3.16 -0.30 0.03
O -0.35 1.48 -0.89
C 0.32 1.10 0.11
C 0.96 -1.25 -0.33
C 0.76 -0.20 0.56
H 0.90 -1.02 -1.38
H 0.67 1.97 0.86
H -2.45 0.69 -0.85
H 1.06 -0.32 1.65
H 1.28 -2.14 0.25
*
```

Properties
E_LUMO	-0.0203	hartree
SMILES	C=CC=O.Br
largest force on an atom	4.55	eV/Å

[5]
The following is a DFT calculation (ωB97M-V with the def2-TZVPD basis set) of a structure of composition C14H12BrIMgN3S2.

Geometry as ORCA input:
```
! wB97M-V def2-TZVPD RIJCOSX def2/J DEFGRID3
* xyz 1 1
I -1.69 -3.26 -1.24
Br -3.44 -1.13 1.00
S 3.05 0.99 -3.23
S 2.06 -1.56 -2.27
Mg 0.67 -1.87 -0.40
N 0.07 -1.65 1.65
N 1.23 0.09 0.02
N 1.86 0.86 -0.90
C -0.11 0.00 3.38
C 3.09 2.68 -2.63
C -1.65 1.61 -1.52
C 2.24 0.16 -1.95
C -0.84 -2.25 3.78
C -1.04 0.84 -2.49
C -2.34 1.01 -0.48
C -0.47 -2.55 2.48
C 0.26 -0.39 2.10
C -0.66 -0.95 4.23
C -2.41 -0.37 -0.39
C 0.91 0.56 1.16
C -1.78 -1.15 -1.36
C -1.11 -0.55 -2.42
H -2.85 1.61 0.27
H -0.95 -0.67 5.24
H -0.64 -1.15 -3.18
H 3.62 3.25 -3.40
H -0.51 1.30 -3.31
H 1.11 1.58 1.45
H 2.08 3.07 -2.51
H 0.05 1.02 3.70
H 3.63 2.74 -1.69
H -1.26 -3.01 4.41
H -1.60 2.69 -1.57
H -0.60 -3.55 2.09
*
```

Properties
E_LUMO	-0.1499	hartree
largest force on an atom	0.36	eV/Å

[6]
The following is a DFT calculation (ωB97M-V with the def2-TZVPD basis set) of the molecule C7H5N.

Geometry as ORCA input:
```
! wB97M-V def2-TZVPD RIJCOSX def2/J DEFGRID3
* xyz 0 1
N -3.79 -0.56 0.24
C -2.69 -0.09 -0.10
C 2.11 -0.87 0.05
C -1.33 0.14 -0.24
C -0.42 -0.88 -0.07
C 0.68 1.13 0.16
C 0.93 -0.35 0.02
C -0.58 1.42 -0.14
H -0.51 -1.97 -0.24
H 2.20 -1.95 -0.14
H 1.46 1.88 0.32
H -1.02 2.33 -0.07
H 2.97 -0.24 0.20
*
```

Properties
E_LUMO	-0.0361	hartree
SMILES	C=C1C=CC(C#N)=C1
largest force on an atom	10.26	eV/Å

[7]
The following is a DFT calculation (ωB97M-V with the def2-TZVPD basis set) of a cluster of 2 separate species, C22H30Cl2N2O6PS in total.

Geometry as ORCA input:
```
! wB97M-V def2-TZVPD RIJCOSX def2/J DEFGRID3
* xyz 1 1
Cl -4.30 0.51 0.73
Cl -1.91 2.94 -2.37
S -2.83 3.25 2.76
P -1.42 3.64 1.44
O -2.61 -2.40 -0.43
O -1.35 -1.66 -2.25
O -3.95 -2.79 -3.82
O 3.80 5.42 1.50
O 1.46 2.73 2.01
O 4.28 -0.89 3.00
N 0.82 1.75 1.33
N 2.95 0.43 1.52
C 3.12 -0.40 2.74
C 2.13 -2.34 -1.28
C -3.59 -5.13 -3.37
C 2.08 3.65 1.05
C 0.76 -0.66 0.30
C 1.45 -2.07 -0.01
C -3.25 2.19 -1.34
C -1.25 -3.56 1.30
C 3.63 3.97 1.48
C 4.73 3.37 0.45
C -0.84 -3.43 2.56
C -1.58 -1.55 -0.99
C 1.95 -0.71 3.82
C -1.91 -3.68 -0.17
C 3.92 0.07 0.43
C -1.43 0.92 0.17
C -0.74 -0.45 -0.18
C -0.58 2.00 0.97
C 1.55 0.48 1.05
C -4.83 2.48 -1.61
C -3.63 -4.04 -4.42
C -2.95 1.28 -0.25
H -2.66 -3.95 -4.93
H 1.29 0.23 3.89
H -3.35 -6.10 -3.83
H 2.01 3.16 0.01
H 3.97 -1.06 0.28
H 4.99 0.45 0.60
H -0.49 4.53 2.10
H -4.39 -4.26 -5.17
H -5.01 3.25 -2.44
H 1.48 4.65 1.09
H 1.39 -1.66 3.50
H -2.84 -4.91 -2.61
H 3.25 -2.63 -1.29
H 4.21 2.76 -0.39
H -5.36 1.50 -1.91
H 3.29 5.77 0.71
H 2.48 -0.84 4.84
H 5.35 2.59 1.06
H -2.05 4.27 0.31
H 1.46 -2.91 0.77
H -0.35 -2.93 3.48
H -1.06 -3.88 -0.95
H 3.87 3.59 2.56
H -3.26 -2.60 -3.16
H -4.55 -5.21 -2.86
H 3.56 0.53 -0.58
H -2.63 -4.58 -0.27
H -5.36 2.87 -0.65
H 1.54 -2.18 -2.26
H 5.46 4.14 0.02
*
```

Properties
E_LUMO	-0.1943	hartree
largest force on an atom	7.21	eV/Å

[8]
The following is a DFT calculation (ωB97M-V with the def2-TZVPD basis set) of a structure of composition C27H20IrN5O2P.

Geometry as ORCA input:
```
! wB97M-V def2-TZVPD RIJCOSX def2/J DEFGRID3
* xyz 1 1
Ir 2.17 -0.62 0.29
P 0.54 1.17 -0.72
O -2.29 -3.75 4.82
O 3.79 0.48 0.50
N 0.87 -1.97 1.46
N 1.52 2.59 3.99
N 3.23 0.83 1.61
N 3.36 3.96 0.23
N -2.07 -5.58 3.51
C -1.87 -0.18 -1.10
C 1.23 -0.40 -4.47
C 2.04 -1.46 -4.11
C -1.04 0.46 -0.18
C 0.87 -1.87 2.79
C -0.75 -3.72 1.63
C -1.40 4.64 -1.63
C 2.88 2.08 1.89
C -0.44 5.34 -2.33
C -1.12 3.39 -1.11
C -2.58 -0.05 1.58
C -3.41 -0.68 0.66
C 2.33 -1.71 -2.77
C 0.81 4.78 -2.56
C -1.78 -4.32 3.89
C 2.16 2.36 3.07
C 0.06 -2.65 3.60
C 1.80 -0.89 -1.78
C 0.71 0.45 -3.51
C 1.11 3.52 -2.06
C 0.14 2.83 -1.34
C -0.78 -3.60 3.02
C -1.39 0.52 1.16
C -3.05 -0.74 -0.68
C 1.00 0.20 -2.18
C 3.15 3.14 1.00
C 0.08 -2.89 0.90
H -1.58 -0.21 -2.15
H -1.54 -6.08 2.82
H 1.04 -0.21 -5.52
H -1.39 -4.42 1.12
H -2.38 5.06 -1.48
H -0.66 6.33 -2.70
H -4.34 -1.11 0.99
H 2.47 -2.09 -4.87
H 2.99 -2.53 -2.53
H 0.09 -2.95 -0.18
H -2.74 -6.10 4.06
H 1.56 5.31 -3.13
H -3.70 -1.24 -1.38
H 1.53 -1.13 3.23
H -2.86 -0.01 2.62
H -1.86 2.85 -0.53
H 0.05 -2.52 4.67
H 2.08 3.08 -2.21
H 0.12 1.32 -3.78
H -0.74 1.02 1.87
*
```

Properties
E_LUMO (spin up / spin down)	-0.1948 / -0.2005	hartree
largest force on an atom	3.22	eV/Å